[1]
{"formula": "CH5N6", "method": "the ωB97M-V functional and the def2-TZVPD basis", "charge": 1, "mol_weight_g_mol": 101.1, "energy_ha": -369.152047, "multiplicity": 1, "elements": ["C", "N", "N", "N", "N", "N", "N", "H", "H", "H", "H", "H"], "positions_angstrom": [[0.568, -3.113, -0.697], [1.110, -2.095, -0.839], [1.384, -0.871, -0.954], [0.534, -0.039, -0.368], [-0.270, -0.444, 0.476], [0.587, 1.245, -0.872], [-1.092, 0.416, 0.958], [0.059, -4.031, -0.706], [0.739, 1.274, -1.911], [1.361, 1.896, -0.613], [-1.022, 1.346, 0.395], [-1.932, 0.304, 1.411]], "nbo_charge": [0.25, -0.03, -0.24, 0.20, 0.08, -0.69, -0.54, 0.28, 0.42, 0.43, 0.40, 0.43]}



[2]
{"formula": "C29H38N2O4", "method": "the ωB97M-V functional and the def2-TZVPD basis", "mol_weight_g_mol": 478.6, "energy_ha": -1538.252193, "multiplicity": 1, "elements": ["C", "C", "O", "C", "C", "C", "C", "C", "C", "O", "O", "C", "C", "O", "H", "H", "H", "H", "H", "H", "H", "H", "H", "H", "H", "H", "H", "H", "H", "H", "H", "C", "N", "C", "C", "C", "C", "C", "C", "C", "C", "C", "C", "C", "C", "N", "C", "C", "C", "C", "C", "C", "H", "H", "H", "H", "H", "H", "H", "H", "H", "H", "H", "H", "H", "H", "H", "H", "H", "H", "H", "H", "H"], "positions_angstrom": [[4.962, 2.154, 2.057], [4.469, 0.734, 2.103], [3.190, 0.738, 1.431], [2.634, -0.508, 1.359], [1.213, -0.633, 1.030], [0.602, -1.933, 1.525], [0.500, -2.072, 3.045], [1.366, -3.137, 0.982], [0.488, 0.603, 1.365], [0.856, 1.773, 1.247], [-0.778, 0.322, 1.763], [-1.663, 1.477, 1.928], [-1.325, 2.240, 3.169], [3.359, -1.460, 1.627], [5.952, 2.226, 2.505], [5.036, 2.514, 1.026], [4.293, 2.817, 2.615], [5.154, 0.048, 1.588], [4.357, 0.404, 3.146], [-0.411, -1.969, 1.111], [-0.104, -1.271, 3.483], [0.005, -3.032, 3.229], [1.504, -2.095, 3.506], [1.422, -3.136, -0.108], [2.391, -3.089, 1.379], [0.880, -4.068, 1.310], [-1.534, 2.106, 1.033], [-2.675, 1.039, 1.956], [-2.014, 3.084, 3.281], [-1.420, 1.590, 4.050], [-0.303, 2.627, 3.075], [-5.924, -3.298, -0.368], [-4.623, -3.617, -0.896], [-4.270, -4.957, -1.316], [-2.781, -4.840, -1.728], [-2.404, -3.449, -1.367], [-3.561, -2.773, -0.911], [-3.486, -1.435, -0.480], [-2.247, -0.800, -0.501], [-1.074, -1.445, -0.984], [0.223, -0.774, -0.998], [0.386, 0.527, -1.569], [1.713, 0.929, -1.895], [1.966, 2.239, -2.223], [0.925, 3.200, -2.127], [1.457, 4.446, -2.125], [0.727, 5.653, -1.844], [2.893, 4.443, -2.318], [3.247, 2.943, -2.479], [-0.412, 2.811, -1.934], [-0.679, 1.452, -1.806], [-1.176, -2.810, -1.386], [-6.064, -2.210, -0.371], [-6.714, -3.757, -0.980], [-6.059, -3.654, 0.670], [-4.413, -5.687, -0.503], [-4.889, -5.296, -2.161], [-2.160, -5.587, -1.208], [-2.673, -5.019, -2.812], [-4.379, -0.921, -0.135], [-2.203, 0.234, -0.191], [1.107, -1.411, -1.100], [2.516, 0.187, -1.901], [-0.344, 5.431, -1.784], [1.043, 6.106, -0.890], [0.893, 6.396, -2.637], [3.167, 5.021, -3.211], [3.412, 4.895, -1.459], [4.030, 2.633, -1.773], [3.626, 2.754, -3.499], [-1.199, 3.561, -1.899], [-1.703, 1.106, -1.919], [-0.301, -3.318, -1.794]], "lowdin_charge": [-0.07, -0.23, -0.02, -0.41, -0.06, -0.38, -0.04, -0.06, -0.45, 0.08, -0.05, -0.22, -0.07, 0.05, 0.07, 0.07, 0.08, 0.12, 0.13, 0.11, 0.07, 0.08, 0.09, 0.06, 0.07, 0.08, 0.12, 0.12, 0.08, 0.09, 0.08, -0.04, -0.14, -0.14, -0.10, -0.16, -0.18, 0.02, -0.03, -0.20, 0.00, -0.21, 0.05, -0.15, -0.18, -0.14, -0.04, -0.13, -0.09, 0.00, -0.01, 0.04, 0.08, 0.09, 0.09, 0.12, 0.12, 0.12, 0.12, 0.10, 0.08, 0.11, 0.14, 0.08, 0.10, 0.09, 0.12, 0.12, 0.12, 0.12, 0.10, 0.11, 0.13]}



[3]
{"formula": "C40H44BClN8O8S2Tl", "method": "the ωB97M-V functional and the def2-TZVPD basis", "charge": -1, "mol_weight_g_mol": 1079.6, "energy_ha": -4044.526060, "multiplicity": 1, "elements": ["Tl", "O", "C", "O", "C", "C", "C", "N", "C", "C", "C", "O", "O", "H", "H", "H", "C", "N", "C", "C", "N", "B", "N", "C", "C", "N", "C", "C", "S", "C", "S", "H", "H", "H", "H", "H", "H", "H", "H", "H", "H", "H", "H", "C", "C", "O", "C", "C", "C", "C", "C", "C", "O", "H", "H", "H", "H", "H", "H", "H", "O", "C", "C", "C", "C", "C", "C", "O", "C", "C", "C", "C", "C", "C", "Cl", "C", "C", "C", "N", "C", "N", "C", "N", "H", "H", "H", "H", "H", "H", "H", "H", "H", "H", "H", "H", "H", "H", "H", "H", "H", "H", "H", "H", "H", "H"], "positions_angstrom": [[14.626, 9.724, 12.396], [19.429, 5.432, 16.773], [19.666, 6.185, 15.770], [20.771, 6.470, 15.167], [18.541, 6.876, 15.199], [17.230, 6.413, 15.354], [16.172, 7.221, 14.874], [16.358, 8.339, 14.170], [17.642, 8.744, 13.911], [18.720, 8.059, 14.458], [17.838, 9.919, 12.979], [18.969, 10.149, 12.498], [16.820, 10.719, 12.730], [16.970, 5.508, 15.881], [15.143, 6.897, 15.080], [19.735, 8.496, 14.290], [17.889, 12.562, 10.311], [17.442, 11.549, 9.365], [17.750, 10.221, 9.378], [17.031, 9.694, 8.358], [16.276, 10.641, 7.717], [15.176, 10.467, 6.686], [13.756, 10.471, 7.525], [12.635, 11.088, 7.063], [11.518, 10.784, 7.834], [12.036, 9.898, 8.810], [11.383, 9.460, 9.999], [13.428, 9.692, 8.599], [14.484, 8.704, 9.344], [16.491, 11.861, 8.354], [16.000, 13.346, 7.962], [18.710, 13.185, 9.927], [18.185, 12.076, 11.252], [17.007, 13.250, 10.426], [18.514, 9.817, 10.027], [17.009, 8.684, 8.011], [15.168, 11.403, 5.890], [15.363, 9.395, 6.134], [12.720, 11.726, 6.205], [10.455, 11.061, 7.818], [10.260, 9.473, 9.867], [11.433, 10.486, 10.840], [11.758, 8.558, 10.506], [14.697, 14.543, 13.393], [13.655, 13.800, 12.521], [13.592, 12.575, 12.582], [12.722, 14.556, 11.661], [12.696, 15.972, 11.639], [11.649, 16.697, 11.060], [10.644, 15.984, 10.434], [10.712, 14.601, 10.317], [11.754, 13.867, 10.858], [11.754, 12.507, 10.571], [14.806, 14.053, 14.373], [14.524, 15.625, 13.498], [15.675, 14.409, 12.940], [13.477, 16.558, 12.136], [11.605, 17.797, 11.086], [9.861, 16.503, 9.888], [9.823, 14.077, 9.989], [10.154, 11.847, 12.124], [11.057, 11.586, 11.355], [7.152, 10.184, 16.970], [8.260, 9.242, 16.483], [8.710, 9.874, 15.160], [7.629, 7.898, 16.127], [9.391, 9.163, 17.653], [8.508, 8.845, 18.810], [10.141, 10.477, 18.081], [11.019, 11.275, 17.038], [10.634, 12.723, 16.929], [10.971, 13.445, 15.792], [10.520, 14.775, 15.591], [9.685, 15.371, 16.556], [8.904, 16.871, 16.192], [9.534, 14.703, 17.774], [10.030, 13.419, 17.990], [10.386, 7.913, 17.486], [11.177, 7.742, 16.264], [12.518, 7.883, 16.102], [12.872, 7.569, 14.854], [11.687, 7.231, 14.283], [10.623, 7.336, 15.065], [6.493, 10.335, 16.113], [7.493, 11.188, 17.238], [6.559, 9.781, 17.779], [7.872, 9.860, 14.426], [9.545, 9.303, 14.744], [8.974, 10.915, 15.246], [6.742, 8.060, 15.497], [7.345, 7.320, 16.994], [8.355, 7.262, 15.642], [8.915, 8.206, 19.411], [10.767, 10.256, 18.961], [9.351, 11.131, 18.432], [11.066, 10.745, 16.063], [12.069, 11.286, 17.369], [11.540, 12.975, 14.936], [10.783, 15.319, 14.677], [8.916, 15.178, 18.492], [9.866, 12.978, 18.992], [9.808, 7.005, 17.643], [11.103, 8.052, 18.341], [13.144, 8.210, 16.933], [11.628, 6.908, 13.261]], "lowdin_charge": [0.83, -0.08, -0.67, -0.09, -0.14, 0.02, -0.15, 0.02, -0.19, 0.06, -0.60, -0.02, -0.29, 0.11, 0.07, 0.14, -0.04, -0.07, 0.03, -0.09, -0.03, -0.45, -0.01, -0.08, -0.03, -0.11, -0.04, -0.74, 0.63, -0.75, 0.82, 0.10, 0.07, 0.07, 0.14, 0.11, 0.06, 0.07, 0.11, 0.12, 0.12, 0.04, 0.08, 0.01, -0.34, -0.04, -0.06, -0.02, -0.08, -0.07, 0.00, -0.17, 0.01, 0.10, 0.06, 0.08, 0.10, 0.11, 0.11, 0.13, 0.09, -0.27, -0.06, -0.49, -0.06, -0.06, -0.32, -0.06, -0.10, -0.12, -0.24, -0.03, -0.09, -0.68, 0.65, -0.10, -0.03, -0.04, -0.10, -0.12, 0.08, -0.20, 0.09, 0.08, 0.08, 0.08, 0.10, 0.06, 0.07, 0.09, 0.08, 0.05, 0.09, 0.12, 0.08, 0.11, 0.12, 0.13, 0.10, 0.09, 0.12, 0.12, 0.14, 0.14, 0.11]}



[4]
{"formula": "C25H36AsClIP2Pt", "method": "the ωB97M-V functional and the def2-TZVPD basis", "charge": 3, "mol_weight_g_mol": 830.9, "energy_ha": -4768.793333, "multiplicity": 5, "elements": ["C", "I", "H", "H", "H", "Pt", "P", "C", "C", "H", "H", "H", "H", "H", "H", "C", "H", "H", "H", "P", "C", "C", "H", "H", "H", "C", "H", "H", "H", "H", "H", "H", "Cl", "C", "C", "C", "C", "C", "C", "As", "C", "C", "C", "C", "C", "C", "C", "C", "C", "C", "C", "C", "H", "H", "H", "H", "H", "H", "H", "H", "H", "H", "H", "H", "H", "H", "H"], "positions_angstrom": [[0.012, 5.881, -0.791], [0.835, 3.881, -0.155], [-1.003, 5.804, -1.165], [0.681, 6.266, -1.559], [0.063, 6.537, 0.078], [-0.451, 1.464, -0.394], [0.044, 1.352, -2.686], [1.826, 1.509, -2.916], [-0.471, -0.220, -3.467], [-0.213, -0.209, -4.531], [-0.511, 2.657, -4.644], [-1.553, -0.339, -3.351], [-1.828, 2.660, -3.421], [2.341, 0.642, -2.469], [0.036, -1.062, -2.983], [-0.742, 2.719, -3.571], [2.062, 1.553, -3.990], [-0.382, 3.683, -3.179], [2.184, 2.431, -2.425], [-1.332, 1.852, 1.783], [0.009, 2.223, 2.947], [-2.423, 3.302, 1.765], [-3.072, 0.170, 1.833], [-2.702, 0.764, 3.479], [-1.613, -0.397, 2.669], [-2.272, 0.464, 2.517], [-3.221, 3.131, 1.035], [-2.854, 3.456, 2.764], [-0.415, 2.441, 3.936], [0.576, 3.094, 2.587], [-1.858, 4.197, 1.471], [0.689, 1.363, 3.016], [-2.766, 1.614, -1.118], [2.677, -4.057, -2.323], [1.305, -4.276, -2.139], [0.521, -3.283, -1.542], [1.133, -2.112, -1.062], [2.506, -1.891, -1.252], [3.280, -2.869, -1.895], [0.077, -0.830, 0.041], [-1.443, -1.998, 0.464], [-2.665, -1.718, -0.161], [-3.734, -2.612, -0.031], [-3.615, -3.701, 0.846], [-2.405, -3.962, 1.501], [-1.296, -3.141, 1.267], [1.381, -0.667, 1.525], [1.248, -1.366, 2.731], [2.257, -1.243, 3.695], [3.349, -0.400, 3.462], [3.446, 0.336, 2.278], [2.435, 0.230, 1.316], [3.285, -4.828, -2.800], [0.845, -5.224, -2.440], [-0.549, -3.432, -1.400], [2.971, -0.990, -0.853], [4.353, -2.703, -2.031], [-2.772, -0.794, -0.735], [-4.646, -2.451, -0.611], [-4.475, -4.351, 1.014], [-2.313, -4.817, 2.179], [-0.318, -3.397, 1.683], [0.391, -2.017, 2.902], [2.190, -1.822, 4.616], [4.132, -0.306, 4.214], [4.305, 0.981, 2.076], [2.466, 0.830, 0.401]], "lowdin_spin": [0.07, 0.37, 0.00, 0.01, 0.01, 1.15, 0.34, 0.07, 0.04, 0.01, 0.01, 0.00, 0.00, 0.00, 0.00, 0.05, 0.02, 0.00, 0.00, 0.34, 0.06, 0.04, 0.00, 0.01, 0.00, 0.04, 0.00, 0.01, 0.02, 0.00, 0.00, 0.00, 0.57, 0.06, 0.01, 0.03, 0.09, 0.03, 0.01, 0.26, 0.06, 0.01, 0.00, 0.00, 0.01, 0.01, 0.07, 0.01, 0.01, 0.02, 0.00, 0.03, 0.00, 0.00, 0.00, 0.00, 0.00, 0.00, 0.00, 0.00, 0.00, 0.00, 0.00, 0.00, 0.00, 0.00, 0.01]}